# C53H95N12O2P

A 12-piece molecular cluster, C53H95N12O2P overall in a non-equilibrium geometry (ωB97M-V/def2-TZVPD, the Open Molecules 2025 dataset).

Each line ends with the Mulliken charge.
Positions of all 163 atoms, in Å:
C (2.135, -0.853, 0.603)  -0.723
C (1.320, -1.340, -0.613)  -0.276
C (0.929, -0.231, -1.584)  -0.963
C (-0.381, 0.507, -1.260)  0.648
C (-0.188, 1.642, -0.266)  -1.153
C (-1.509, -0.415, -0.869)  0.098
C (-2.915, -0.163, -1.377)  -1.095
C (-3.622, -1.358, -0.680)  0.565
P (-3.463, -2.766, -1.852)  0.593
N (-4.527, -2.650, -3.011)  -0.906
C (-2.827, -1.411, 0.634)  -0.093
O (-3.098, -2.038, 1.640)  -0.705
O (-1.745, -0.592, 0.552)  -0.123
H (1.459, -0.502, 1.380)  -0.322
H (2.802, -0.063, 0.284)  0.259
H (2.670, -1.703, 1.001)  0.384
H (0.466, -1.892, -0.222)  0.154
H (1.930, -2.070, -1.141)  0.373
H (0.862, -0.587, -2.608)  0.552
H (1.734, 0.500, -1.583)  0.181
H (-0.700, 0.990, -2.184)  0.339
H (0.504, 2.378, -0.660)  0.210
H (0.161, 1.290, 0.697)  -0.318
H (-1.120, 2.175, -0.081)  0.300
H (-1.206, -1.408, -1.206)  0.263
H (-3.245, 0.732, -0.851)  0.181
H (-3.032, -0.092, -2.450)  0.503
H (-4.680, -1.240, -0.483)  0.640
H (-3.526, -3.997, -1.166)  -0.073
H (-2.167, -2.684, -2.396)  -0.019
H (-5.099, -3.490, -3.031)  0.279
C (1.121, 1.738, 5.808)  -1.238
C (-0.141, 0.952, 5.472)  -0.168
C (-0.325, 0.722, 3.968)  0.038
C (-0.435, 1.992, 3.247)  0.352
N (-0.520, 2.974, 2.658)  -0.526
H (1.094, 2.740, 5.378)  0.393
H (1.226, 1.848, 6.887)  0.344
H (2.011, 1.229, 5.434)  0.312
H (-1.014, 1.478, 5.867)  0.354
H (-0.104, -0.021, 5.966)  -0.097
H (-1.227, 0.143, 3.771)  0.263
H (0.522, 0.169, 3.558)  0.030
C (2.159, 6.880, 0.500)  -1.018
C (0.674, 7.216, 0.580)  -0.647
C (-0.194, 5.963, 0.425)  0.439
C (0.059, 5.347, -0.880)  0.264
N (0.269, 4.898, -1.918)  -0.553
H (2.420, 6.451, -0.469)  0.247
H (2.767, 7.776, 0.636)  0.323
H (2.439, 6.165, 1.276)  0.323
H (0.416, 7.938, -0.197)  0.315
H (0.454, 7.688, 1.539)  0.351
H (-1.254, 6.211, 0.492)  0.068
H (0.031, 5.239, 1.210)  -0.061
C (3.584, 3.435, -2.670)  -0.778
C (4.880, 2.693, -2.972)  -0.577
C (4.846, 1.982, -4.329)  0.059
C (3.775, 0.981, -4.367)  0.347
N (2.942, 0.190, -4.397)  -0.541
H (2.736, 2.749, -2.618)  0.132
H (3.650, 3.944, -1.708)  0.293
H (3.368, 4.181, -3.435)  0.286
H (5.076, 1.961, -2.185)  0.305
H (5.712, 3.399, -2.965)  0.336
H (5.794, 1.474, -4.517)  0.371
H (4.679, 2.702, -5.130)  -0.210
C (5.631, -3.205, -2.140)  -1.058
C (6.250, -3.946, -0.959)  -0.447
C (5.433, -3.793, 0.329)  -0.300
C (5.336, -2.386, 0.725)  0.291
N (5.259, -1.274, 1.001)  -0.495
H (5.590, -2.130, -1.958)  0.297
H (6.222, -3.364, -3.042)  0.348
H (4.617, -3.556, -2.336)  0.261
H (7.265, -3.581, -0.790)  0.302
H (6.326, -5.008, -1.196)  0.310
H (5.892, -4.348, 1.147)  0.315
H (4.422, -4.180, 0.184)  0.241
C (0.946, -3.088, 7.264)  -1.005
C (0.921, -2.857, 8.771)  -0.448
C (1.267, -1.415, 9.158)  -0.260
C (2.615, -1.056, 8.709)  0.223
N (3.673, -0.789, 8.352)  -0.451
H (1.942, -2.917, 6.852)  0.355
H (0.666, -4.115, 7.030)  0.347
H (0.246, -2.424, 6.753)  0.150
H (1.622, -3.539, 9.255)  0.298
H (-0.072, -3.091, 9.158)  0.310
H (1.222, -1.286, 10.239)  0.301
H (0.558, -0.718, 8.708)  0.188
C (-5.874, -6.011, -0.005)  -0.623
C (-7.170, -6.797, -0.135)  -0.440
C (-7.384, -7.344, -1.551)  -0.488
C (-7.440, -6.261, -2.538)  0.236
N (-7.485, -5.396, -3.292)  -0.463
H (-5.876, -5.130, -0.653)  0.237
H (-5.741, -5.664, 1.017)  0.136
H (-5.012, -6.630, -0.267)  0.140
H (-8.010, -6.156, 0.140)  0.291
H (-7.162, -7.626, 0.564)  0.348
H (-8.314, -7.909, -1.608)  0.362
H (-6.568, -8.014, -1.828)  0.275
C (-5.902, 4.413, 3.653)  -1.220
C (-5.336, 3.481, 2.588)  -0.489
C (-3.988, 3.955, 2.035)  0.445
C (-4.104, 5.273, 1.407)  0.206
N (-4.196, 6.310, 0.921)  -0.524
H (-6.099, 5.406, 3.248)  0.351
H (-6.843, 4.024, 4.041)  0.361
H (-5.209, 4.518, 4.490)  0.302
H (-6.053, 3.389, 1.769)  0.329
H (-5.205, 2.483, 3.011)  0.332
H (-3.612, 3.252, 1.291)  -0.235
H (-3.245, 4.021, 2.831)  0.147
C (4.114, 8.595, -3.363)  -1.109
C (4.838, 9.083, -2.114)  -0.205
C (6.357, 8.893, -2.192)  -0.488
C (6.704, 7.477, -2.346)  0.305
N (6.956, 6.363, -2.467)  -0.441
H (4.255, 7.524, -3.514)  0.258
H (3.042, 8.773, -3.278)  0.323
H (4.473, 9.115, -4.254)  0.355
H (4.452, 8.551, -1.243)  0.097
H (4.625, 10.143, -1.963)  0.328
H (6.838, 9.266, -1.288)  0.289
H (6.768, 9.442, -3.041)  0.294
C (-1.788, -8.265, -1.898)  -1.357
C (-2.152, -6.859, -2.362)  -0.098
C (-1.038, -6.194, -3.182)  -0.387
C (0.182, -6.068, -2.380)  0.230
N (1.125, -5.967, -1.732)  -0.452
H (-0.919, -8.254, -1.239)  0.367
H (-2.615, -8.710, -1.343)  0.343
H (-1.565, -8.913, -2.747)  0.339
H (-2.379, -6.240, -1.491)  0.087
H (-3.059, -6.902, -2.968)  0.369
H (-1.345, -5.198, -3.506)  0.231
H (-0.814, -6.781, -4.073)  0.349
C (5.609, 2.431, -8.867)  -0.875
C (4.239, 2.785, -9.434)  -0.422
C (3.777, 4.194, -9.043)  -0.485
C (3.669, 4.325, -7.588)  0.306
N (3.583, 4.396, -6.446)  -0.414
H (5.600, 2.430, -7.776)  0.111
H (5.912, 1.437, -9.193)  0.328
H (6.369, 3.141, -9.200)  0.306
H (3.505, 2.055, -9.091)  0.296
H (4.269, 2.721, -10.523)  0.302
H (2.803, 4.412, -9.479)  0.284
H (4.482, 4.943, -9.404)  0.272
C (-4.904, -4.707, 4.941)  -1.074
C (-6.396, -4.396, 4.948)  -0.416
C (-7.271, -5.653, 5.025)  -0.470
C (-7.034, -6.525, 3.872)  0.264
N (-6.848, -7.178, 2.946)  -0.403
H (-4.624, -5.296, 4.067)  0.296
H (-4.322, -3.787, 4.914)  0.298
H (-4.616, -5.265, 5.835)  0.330
H (-6.652, -3.832, 4.049)  0.279
H (-6.632, -3.758, 5.801)  0.325
H (-8.327, -5.385, 5.039)  0.276
H (-7.055, -6.217, 5.933)  0.290

Summary:
orbital gap	8.813	eV
highest occupied orbital energy	-8.585	eV

# C54H102O18

A 9-piece molecular cluster, C54H102O18 overall in a non-equilibrium geometry (ωB97M-V/def2-TZVPD, the Open Molecules 2025 dataset).

Each line ends with the Mulliken charge.
Positions of all 174 atoms, in Å:
C (10.272, 18.263, 20.020)  -0.613
C (11.526, 18.395, 19.441)  0.003
C (12.343, 17.323, 19.173)  -0.152
C (11.927, 16.027, 19.467)  -0.706
C (10.728, 15.889, 20.156)  -0.200
C (9.868, 16.988, 20.414)  -0.608
H (9.739, 19.161, 20.360)  0.585
H (11.918, 19.399, 19.278)  0.384
H (13.311, 17.575, 18.752)  0.281
H (12.602, 15.219, 19.307)  0.358
H (10.392, 14.918, 20.520)  0.339
H (9.006, 16.724, 21.006)  0.319
C (16.959, 18.789, 12.708)  -0.779
C (16.244, 18.185, 13.707)  -0.183
C (15.042, 18.685, 14.172)  -0.552
C (14.517, 19.811, 13.549)  0.190
C (15.174, 20.363, 12.451)  -0.570
C (16.405, 19.861, 12.111)  -0.171
H (17.896, 18.428, 12.331)  0.488
H (16.566, 17.198, 14.053)  0.354
H (14.532, 18.115, 14.977)  0.414
H (13.531, 20.144, 13.912)  0.229
H (14.707, 21.200, 11.862)  0.217
H (16.896, 20.403, 11.313)  0.369
C (23.313, 19.710, 15.006)  -0.188
C (21.977, 20.003, 15.261)  0.046
C (21.173, 20.050, 14.150)  -0.152
C (21.647, 19.875, 12.846)  -0.544
C (22.940, 19.521, 12.624)  -0.224
C (23.784, 19.353, 13.736)  -0.814
H (24.071, 19.707, 15.801)  0.343
H (21.534, 20.068, 16.280)  0.133
H (20.100, 20.259, 14.359)  0.413
H (20.950, 20.040, 11.988)  0.310
H (23.250, 19.230, 11.607)  0.323
H (24.799, 19.138, 13.586)  0.392
C (9.853, 21.323, 23.144)  -0.558
O (10.394, 20.201, 23.793)  -0.420
C (9.741, 19.045, 23.410)  0.227
C (10.195, 17.965, 24.318)  -0.322
O (9.630, 16.738, 23.834)  -0.242
C (9.993, 15.602, 24.649)  0.623
C (9.468, 14.354, 24.056)  -0.903
O (10.147, 13.941, 22.913)  -0.287
C (11.334, 13.219, 23.006)  -0.191
H (8.934, 21.764, 23.620)  0.310
H (9.617, 21.051, 22.096)  0.237
H (10.654, 22.050, 23.026)  0.175
H (10.007, 18.746, 22.406)  -0.506
H (8.678, 19.172, 23.388)  0.496
H (9.884, 18.256, 25.338)  0.304
H (11.273, 17.944, 24.284)  0.029
H (9.634, 15.809, 25.670)  0.463
H (11.173, 15.463, 24.725)  -0.613
H (8.487, 14.600, 23.713)  0.337
H (9.333, 13.630, 24.844)  0.374
H (11.920, 13.391, 22.088)  0.158
H (11.002, 12.159, 22.964)  0.332
H (11.910, 13.493, 23.921)  -0.108
C (21.354, 19.891, 19.680)  -0.793
O (21.424, 20.694, 18.526)  -0.160
C (21.561, 22.048, 18.986)  -0.093
C (21.872, 22.897, 17.761)  -0.840
O (20.726, 23.034, 16.984)  0.283
C (20.831, 23.726, 15.751)  -0.488
C (20.241, 25.123, 15.940)  -0.898
O (18.763, 25.159, 16.064)  -0.085
C (18.146, 25.076, 14.808)  -0.658
H (21.297, 18.862, 19.468)  0.312
H (20.470, 20.249, 20.321)  0.158
H (22.272, 20.032, 20.281)  0.318
H (22.373, 22.196, 19.737)  0.504
H (20.610, 22.369, 19.484)  -0.192
H (22.658, 22.354, 17.165)  0.328
H (22.302, 23.861, 18.170)  0.313
H (20.232, 23.154, 15.034)  0.326
H (21.888, 23.925, 15.520)  0.379
H (20.573, 25.823, 15.130)  0.417
H (20.626, 25.512, 16.894)  0.303
H (17.175, 25.530, 14.897)  0.251
H (17.918, 24.046, 14.573)  0.180
H (18.669, 25.630, 13.968)  0.293
C (13.793, 20.400, 22.171)  -0.272
O (13.470, 21.290, 21.170)  -0.119
C (14.521, 21.717, 20.355)  0.331
C (14.127, 22.084, 18.998)  0.730
O (13.775, 21.121, 18.072)  -0.580
C (14.692, 20.029, 17.856)  -0.600
C (15.988, 20.419, 17.137)  0.053
O (16.871, 20.779, 18.286)  -0.310
C (18.073, 21.296, 17.795)  0.137
H (14.410, 19.540, 21.748)  0.205
H (12.865, 20.178, 22.668)  -0.075
H (14.443, 20.875, 22.931)  0.192
H (15.338, 20.994, 20.238)  0.452
H (15.067, 22.606, 20.775)  -0.812
H (14.966, 22.665, 18.620)  -0.772
H (13.281, 22.851, 19.083)  0.387
H (14.145, 19.274, 17.272)  0.279
H (14.986, 19.690, 18.851)  0.377
H (15.829, 21.285, 16.498)  -0.364
H (16.460, 19.585, 16.578)  0.665
H (18.790, 21.542, 18.564)  -0.584
H (17.932, 22.167, 17.210)  0.188
H (18.593, 20.480, 17.218)  0.331
C (14.702, 25.532, 10.410)  -0.758
O (14.214, 24.496, 11.194)  -0.258
C (13.568, 24.937, 12.316)  -0.604
C (13.131, 23.707, 13.216)  -0.774
O (14.229, 22.876, 13.612)  -0.191
C (15.147, 23.429, 14.483)  -1.201
C (14.618, 23.678, 15.846)  1.375
O (14.409, 25.092, 15.956)  -0.389
C (13.944, 25.452, 17.247)  -0.333
H (13.913, 26.199, 9.969)  0.292
H (15.177, 25.123, 9.528)  0.261
H (15.362, 26.235, 10.983)  0.290
H (12.609, 25.413, 12.047)  0.450
H (14.099, 25.677, 12.941)  0.323
H (12.561, 22.997, 12.655)  0.524
H (12.536, 24.092, 14.013)  0.360
H (15.571, 24.350, 14.100)  0.421
H (15.967, 22.739, 14.635)  0.256
H (15.460, 23.336, 16.520)  -1.050
H (13.714, 23.120, 16.060)  0.511
H (14.611, 25.099, 17.996)  -0.244
H (12.930, 25.138, 17.510)  0.368
H (13.924, 26.527, 17.300)  0.387
C (18.399, 23.292, 21.312)  -0.569
O (18.709, 23.713, 19.965)  -0.112
C (18.556, 25.057, 19.600)  -0.787
C (17.211, 25.234, 18.906)  -0.036
O (16.160, 24.889, 19.786)  0.902
C (15.877, 25.947, 20.589)  -1.102
C (14.978, 25.484, 21.600)  -0.338
O (15.702, 24.649, 22.460)  -0.304
C (14.831, 23.918, 23.306)  -0.777
H (18.723, 24.003, 22.015)  0.475
H (19.002, 22.373, 21.456)  0.154
H (17.371, 23.070, 21.513)  -0.126
H (19.388, 25.307, 18.912)  0.012
H (18.677, 25.603, 20.519)  0.445
H (17.131, 24.548, 18.073)  -0.508
H (17.125, 26.239, 18.525)  0.532
H (15.407, 26.707, 19.975)  0.348
H (16.799, 26.328, 21.034)  0.377
H (14.226, 24.820, 21.141)  0.126
H (14.433, 26.256, 22.171)  0.392
H (13.994, 23.497, 22.732)  0.267
H (14.455, 24.477, 24.162)  0.392
H (15.378, 23.064, 23.766)  0.216
C (13.235, 16.085, 22.860)  0.603
O (14.379, 15.891, 21.931)  -0.392
C (15.571, 15.993, 22.663)  -0.587
C (15.656, 15.240, 23.988)  -0.394
O (15.290, 16.025, 25.144)  -0.332
C (15.379, 15.470, 26.392)  -0.607
C (14.037, 14.845, 26.676)  -0.269
O (13.988, 13.613, 25.936)  -0.147
C (13.576, 12.493, 26.648)  -0.898
H (12.393, 16.315, 22.210)  -0.030
H (13.490, 16.980, 23.473)  0.407
H (13.042, 15.309, 23.578)  -0.688
H (15.693, 17.087, 22.740)  0.182
H (16.289, 15.588, 21.953)  0.461
H (16.648, 14.819, 24.152)  0.463
H (14.932, 14.365, 23.980)  0.253
H (15.630, 16.316, 27.129)  0.332
H (16.125, 14.670, 26.348)  0.331
H (13.248, 15.568, 26.349)  0.016
H (13.918, 14.841, 27.798)  0.485
H (14.228, 12.306, 27.540)  0.354
H (13.739, 11.726, 25.896)  0.273
H (12.475, 12.491, 26.983)  0.246

Summary:
orbital gap	9.410	eV
highest occupied orbital energy	-8.696	eV